1.
The following is a DFT calculation (wB97M-V/def2-TZVPD) of a structure of composition C10H5Cl7NORhS.

Results
Spin multiplicity   5
Calculated total energy   -4243.4266 Ha
Gap between HOMO and LUMO (alpha / beta)   6.8858 / 5.1736 eV
Charge   +2
Energy above the lowest of the compared OMol25 structures with the same formula, charge and spin   118.13 kJ/mol
<S²>   6.05
Maximum force   0.13 eV Å⁻¹

Each line ends with the Löwdin charge.
Geometry (Å):
1 Rh 1.0508 -0.7017 -0.4756  0.811
2 Cl -2.6437 2.4316 4.9265  0.885
3 C -1.6585 2.0736 3.6284  -0.646
4 C -1.8505 0.8272 2.9268  -0.673
5 Cl -3.0658 -0.2383 3.4199  0.831
6 C -1.0394 0.5318 1.8702  -0.562
7 Cl -1.2342 -0.9331 0.9709  0.784
8 C -0.0063 1.4164 1.4446  -0.391
9 O 0.7671 1.1574 0.4682  -0.195
10 C 0.1569 2.6691 2.1525  -0.587
11 Cl 1.3765 3.7045 1.6181  0.866
12 C -0.6525 2.9817 3.2235  -0.692
13 Cl -0.4476 4.4437 4.0598  0.808
14 Cl 2.1791 0.8744 -2.2423  0.788
15 C 2.8649 -0.4810 -1.4596  -0.602
16 Cl 2.1796 -2.2389 0.6562  0.226
17 H 3.6388 -0.2345 -0.7416  0.048
18 H 3.0314 -1.3417 -2.0977  0.054
19 S -1.0660 -3.5765 -3.3561  1.163
20 C -1.1080 -2.0114 -4.0337  -0.325
21 C -0.4687 -1.1299 -3.2311  -0.219
22 N 0.0431 -1.7011 -2.0840  -0.193
23 C -0.2134 -2.9975 -2.0303  -0.460
24 H -1.5916 -1.8173 -4.9773  0.098
25 H -0.3509 -0.0748 -3.4175  0.103
26 H 0.1091 -3.6336 -1.2189  0.079


2.
The following is a DFT calculation (wB97M-V/def2-TZVPD) of a cluster of 2 separate species, C10H5N6O6 in total in a non-equilibrium geometry.

Results
Calculated total energy   -1163.7728 Ha
Gap between HOMO and LUMO   6.7102 eV
Charge   -1
Maximum force   3.95 eV Å⁻¹

Each line ends with the Löwdin charge.
Geometry (Å):
1 N 1.7685 0.9183 1.9264  -0.034
2 C 0.5343 1.1897 2.4151  -0.202
3 N -0.2270 1.8633 1.5150  0.088
4 C 0.5885 2.0265 0.4140  -0.290
5 C 0.1433 2.7597 -0.7962  -0.255
6 O -0.9606 3.2652 -0.9438  -0.002
7 C 1.8518 1.4180 0.6774  -0.077
8 H 0.2015 0.8598 3.3978  0.111
9 H 0.9611 2.7778 -1.5735  0.111
10 H 2.7321 1.3421 0.0212  0.115
11 O 2.6565 -2.8030 7.5871  0.047
12 N 3.0926 -1.6743 7.3084  -0.339
13 O 3.6579 -0.9632 8.1749  0.007
14 C 2.9859 -1.1319 5.9702  -0.092
15 C 3.5141 0.1411 5.7475  0.094
16 C 3.4318 0.7359 4.4708  -0.122
17 N 4.0588 2.0198 4.2148  -0.325
18 O 4.5685 2.6646 5.1564  0.023
19 O 4.0859 2.4282 3.0252  0.032
20 C 2.8699 0.0626 3.3549  -0.006
21 C 2.4158 -1.2710 3.5558  -0.206
22 N 2.0653 -2.1793 2.5996  0.194
23 O 2.0846 -3.4024 3.3403  -0.098
24 N 2.3222 -3.2310 4.6729  0.141
25 C 2.5284 -1.8946 4.8206  -0.152
26 H 3.8936 0.7176 6.5855  0.130
27 H 3.2510 0.3254 2.3606  0.109


3.
The following is a DFT calculation (wB97M-V/def2-TZVPD) of a cluster of 21 separate species, C10H61NO26PS in total in a non-equilibrium geometry.

Results
Spin multiplicity   2
Calculated total energy   -3168.1229 Ha
Gap between HOMO and LUMO (alpha / beta)   8.2830 / 8.9143 eV
Charge   0
<S²>   0.75
Maximum force   4.68 eV Å⁻¹

Each line ends with the Löwdin charge.
Geometry (Å):
1 C 0.0967 -0.6009 3.6073  -0.018
2 C -0.2328 -0.0461 2.1642  -0.426
3 C -0.2095 -1.2963 1.2302  -0.016
4 C 0.9202 0.9473 1.8260  -0.100
5 C 0.5097 1.9476 0.6738  -0.393
6 P 0.6699 3.7369 1.1971  0.615
7 O -0.5621 4.5458 0.9108  -0.265
8 O 0.9625 3.9060 2.8286  -0.136
9 O 1.9315 4.4960 0.4445  -0.152
10 S 1.7420 1.6822 -0.7056  0.722
11 C 3.4716 1.7894 -0.1157  -0.105
12 O 1.5980 0.2847 -1.2365  -0.367
13 O 1.4633 2.5914 -1.8400  -0.311
14 C -0.8736 1.6903 0.0198  -0.119
15 C -2.0154 1.2392 0.9897  -0.436
16 C -2.9556 0.3271 0.1378  -0.043
17 C -2.9021 2.4732 1.4136  -0.023
18 N -1.5541 0.6109 2.2669  -0.097
19 O -2.4341 -0.2875 2.5995  -0.004
20 H 1.0330 -0.1687 4.0026  0.064
21 H 0.2470 -1.6922 3.5914  0.091
22 H -0.6892 -0.3688 4.3345  0.065
23 H -0.3757 -1.0430 0.1709  0.060
24 H 0.7726 -1.7833 1.3742  0.086
25 H -0.9595 -2.0429 1.5400  0.101
26 H 1.7370 0.3011 1.4607  0.081
27 H 1.3132 1.4454 2.7233  0.102
28 H 1.8416 3.5419 3.0026  0.058
29 H 2.3186 5.1326 1.0647  0.050
30 H 4.0896 1.5735 -1.0015  0.072
31 H 3.7227 2.7466 0.3592  0.061
32 H 3.6374 0.9364 0.5650  0.047
33 H -0.7842 0.9147 -0.7637  0.112
34 H -1.2421 2.5850 -0.5066  0.126
35 H -2.4792 -0.6259 -0.1362  0.070
36 H -3.9517 0.2100 0.5800  0.087
37 H -3.1048 0.8717 -0.8228  0.071
38 H -3.0365 3.1850 0.5884  0.088
39 H -2.4448 2.9274 2.3063  0.080
40 H -3.8668 2.0501 1.7478  0.082
41 O 3.5749 -1.5430 1.0758  -0.065
42 H 3.0689 -1.0257 0.4358  -0.003
43 H 4.1125 -2.1320 0.5262  0.007
44 O -3.2922 0.1739 -2.7262  -0.079
45 H -3.8058 0.6622 -3.3807  0.026
46 H -2.7160 -0.3885 -3.2593  0.010
47 O -2.4599 -1.9731 -4.5987  -0.057
48 H -3.1275 -2.3675 -5.1781  0.000
49 H -2.1794 -2.7051 -4.0379  0.018
50 O 3.5483 -0.5665 3.8085  -0.059
51 H 3.6210 -0.9325 2.9120  -0.009
52 H 3.8136 0.3517 3.7122  0.024
53 O 3.8714 5.2109 2.5612  -0.056
54 H 4.3992 4.9518 3.3191  0.040
55 H 4.4396 5.8217 2.0897  0.034
56 O -5.5629 0.0387 -4.1773  -0.056
57 H -5.8288 -0.4585 -4.9617  0.012
58 H -5.6308 -0.5964 -3.4573  0.047
59 O 4.9601 -3.9518 0.3582  -0.048
60 H 4.8939 -4.3117 1.2517  0.058
61 H 5.8940 -4.0327 0.1407  0.060
62 O -4.5202 -3.3886 -5.9140  -0.050
63 H -5.4134 -3.5128 -5.5693  0.052
64 H -4.3700 -4.1640 -6.4634  0.065
65 O -0.7677 -1.4363 6.5797  -0.051
66 H -0.8231 -0.8787 7.3615  0.038
67 H -1.6285 -1.8633 6.5343  0.040
68 O -5.1651 -4.9979 -3.7548  -0.065
69 H -5.1411 -5.3138 -2.8439  0.005
70 H -4.2434 -5.0120 -4.0244  0.027
71 O -6.4601 -1.3794 -7.0136  -0.050
72 H -7.0316 -0.9086 -7.6275  0.045
73 H -5.9165 -1.9414 -7.5741  0.030
74 O -4.4579 -5.1455 -0.8355  -0.048
75 H -3.6806 -4.8751 -0.3350  0.037
76 H -5.1176 -5.3404 -0.1633  0.045
77 O 4.5443 -0.9536 -1.7059  -0.041
78 H 4.0339 -0.4342 -2.3336  0.020
79 H 5.0802 -1.5329 -2.2587  0.056
80 O 0.1681 4.7404 6.0340  -0.057
81 H 0.2504 4.3972 5.1375  0.002
82 H 0.4151 5.6659 5.9533  0.033
83 O 2.5629 -5.3870 1.1748  -0.050
84 H 2.6426 -5.7537 0.2900  0.039
85 H 2.8066 -4.4630 1.0684  -0.001
86 O 3.0540 -2.0091 -4.2455  -0.050
87 H 2.8023 -1.2914 -3.6580  0.008
88 H 2.2357 -2.5034 -4.3599  0.042
89 O 0.1978 7.4254 1.0392  -0.069
90 H -0.6889 7.5694 1.3775  0.032
91 H 0.3161 6.4680 1.1108  -0.026
92 O 1.3906 -2.9576 -1.5727  -0.044
93 H 2.3480 -3.0545 -1.6158  0.035
94 H 1.2563 -2.0062 -1.4889  0.008
95 O -1.6298 -3.6060 -1.7597  -0.044
96 H -0.6678 -3.6239 -1.8479  0.010
97 H -1.8468 -2.6676 -1.7280  0.027
98 O 6.5190 5.0939 2.2598  -0.046
99 H 6.9704 5.7914 1.7722  0.055
100 H 6.9777 4.2911 1.9941  0.053


4.
The following is a DFT calculation (wB97M-V/def2-TZVPD) of a cluster of 5 separate species, C10H6B2NO22 in total in a non-equilibrium geometry.

Results
Calculated total energy   -2144.8950 Ha
Gap between HOMO and LUMO   4.6542 eV
Charge   -3
Energy above the lowest of the compared OMol25 structures with the same formula, charge and spin   434.26 kJ/mol
Maximum force   6.58 eV Å⁻¹

Each line ends with the Löwdin charge.
Geometry (Å):
1 N 14.6094 -23.9650 0.7384  0.359
2 H 14.7706 -23.0858 0.2683  0.157
3 H 15.2467 -23.9802 1.5218  0.159
4 H 14.7246 -24.7871 0.1631  0.154
5 H 13.6985 -24.0551 1.1654  0.165
6 O 9.8179 -20.5115 -2.2924  0.060
7 C 10.8359 -19.7428 -2.1001  -0.301
8 O 10.8620 -18.6461 -1.3042  0.184
9 B 12.3370 -18.1707 -1.2233  -0.721
10 O 13.0413 -19.1302 -2.0573  0.238
11 C 12.2419 -19.9789 -2.6199  -0.394
12 O 12.5616 -20.9887 -3.2735  0.083
13 O 12.5642 -16.7264 -1.6192  0.204
14 C 13.2250 -16.1126 -0.6624  -0.395
15 O 13.5418 -14.9386 -0.7362  0.104
16 C 13.5189 -17.1157 0.4742  -0.417
17 O 12.9215 -18.2473 0.1878  0.213
18 O 14.1406 -16.8901 1.4777  0.141
19 O 12.4472 -31.6492 0.2023  0.126
20 C 12.0835 -30.8282 1.0147  -0.358
21 O 11.2060 -30.9733 2.0232  0.252
22 B 10.8172 -29.6884 2.4850  -0.897
23 O 11.7722 -28.7263 1.8230  0.230
24 C 12.5172 -29.3706 0.9427  -0.392
25 O 13.3759 -28.9269 0.1972  0.101
26 O 10.9227 -29.6131 3.9358  0.212
27 C 9.8804 -28.8613 4.4050  -0.326
28 O 9.6906 -28.5222 5.5648  0.130
29 C 8.9093 -28.7084 3.2508  -0.398
30 O 9.3788 -29.3534 2.2762  0.246
31 O 7.8615 -27.9864 3.2486  0.075
32 O 8.8042 -21.4796 3.8482  0.051
33 C 9.9337 -22.1351 3.9419  -0.995
34 O 10.5270 -21.8908 4.9681  -0.047
35 O 10.1923 -23.0265 3.1212  -0.077
36 H 8.9337 -21.1320 4.7336  0.073
37 O 19.0296 -23.9433 6.1834  0.066
38 C 17.7928 -23.5684 6.0954  -0.987
39 O 17.2158 -22.9214 6.9921  -0.090
40 O 17.1492 -23.7585 5.0713  -0.078
41 H 19.4128 -23.4137 6.8864  0.091


Repeat the first record exactly.
The following is a DFT calculation (wB97M-V/def2-TZVPD) of a structure of composition C10H5Cl7NORhS.

Results
Spin multiplicity   5
Calculated total energy   -4243.4266 Ha
Gap between HOMO and LUMO (alpha / beta)   6.8858 / 5.1736 eV
Charge   +2
Energy above the lowest of the compared OMol25 structures with the same formula, charge and spin   118.13 kJ/mol
<S²>   6.05
Maximum force   0.13 eV Å⁻¹

Each line ends with the Löwdin charge.
Geometry (Å):
1 Rh 1.0508 -0.7017 -0.4756  0.811
2 Cl -2.6437 2.4316 4.9265  0.885
3 C -1.6585 2.0736 3.6284  -0.646
4 C -1.8505 0.8272 2.9268  -0.673
5 Cl -3.0658 -0.2383 3.4199  0.831
6 C -1.0394 0.5318 1.8702  -0.562
7 Cl -1.2342 -0.9331 0.9709  0.784
8 C -0.0063 1.4164 1.4446  -0.391
9 O 0.7671 1.1574 0.4682  -0.195
10 C 0.1569 2.6691 2.1525  -0.587
11 Cl 1.3765 3.7045 1.6181  0.866
12 C -0.6525 2.9817 3.2235  -0.692
13 Cl -0.4476 4.4437 4.0598  0.808
14 Cl 2.1791 0.8744 -2.2423  0.788
15 C 2.8649 -0.4810 -1.4596  -0.602
16 Cl 2.1796 -2.2389 0.6562  0.226
17 H 3.6388 -0.2345 -0.7416  0.048
18 H 3.0314 -1.3417 -2.0977  0.054
19 S -1.0660 -3.5765 -3.3561  1.163
20 C -1.1080 -2.0114 -4.0337  -0.325
21 C -0.4687 -1.1299 -3.2311  -0.219
22 N 0.0431 -1.7011 -2.0840  -0.193
23 C -0.2134 -2.9975 -2.0303  -0.460
24 H -1.5916 -1.8173 -4.9773  0.098
25 H -0.3509 -0.0748 -3.4175  0.103
26 H 0.1091 -3.6336 -1.2189  0.079